<i>
ORCA calculation (ωB97M-V/def2-TZVPD) on one molecule with the formula C21H27N3O4.

Output
Lowest unoccupied orbital energy in eV: 0.60
SMILES string: COc1ccc(N2CC[C@@H](CNC(=O)Nc3ccc(OC)cc3OC)C2)cc1
Multiplicity: 1
Orbital gap in eV: 7.779

```
55
Properties=species:S:1:pos:R:3:lowdin_charge:R:1
C 0.047 -5.333 0.492 -0.099
O -0.982 -4.770 -0.278 -0.101
C -1.390 -3.492 0.024 -0.293
C -0.767 -2.640 0.924 -0.033
C -1.261 -1.368 1.147 -0.020
C -2.400 -0.898 0.485 -0.237
C -3.026 -1.774 -0.413 -0.020
C -2.527 -3.038 -0.641 -0.008
H -3.017 -3.703 -1.334 0.118
H -3.923 -1.477 -0.933 0.097
N -2.856 0.378 0.686 -0.106
C -4.047 0.944 0.100 -0.131
H -4.192 0.605 -0.928 0.113
C -3.793 2.453 0.166 -0.260
H -4.728 3.016 0.181 0.137
C -3.033 2.602 1.490 -0.108
H -2.336 3.436 1.457 0.109
H -3.737 2.768 2.305 0.112
C -2.296 1.270 1.679 -0.145
H -1.221 1.395 1.515 0.107
H -2.441 0.874 2.693 0.125
C -2.974 2.936 -1.045 -0.147
N -1.817 2.122 -1.325 0.077
C -0.598 2.407 -0.764 -0.547
O -0.333 3.490 -0.283 0.061
N 0.268 1.348 -0.854 0.157
C 1.597 1.268 -0.437 -0.158
C 2.307 2.327 0.109 0.003
C 3.623 2.164 0.495 -0.006
C 4.257 0.936 0.340 -0.276
C 3.554 -0.137 -0.204 0.040
C 2.233 0.024 -0.589 -0.198
O 1.455 -0.971 -1.134 -0.096
C 2.005 -2.255 -1.277 -0.082
H 2.347 -2.653 -0.316 0.091
H 2.837 -2.261 -1.989 0.101
H 1.197 -2.878 -1.659 0.095
H 4.036 -1.092 -0.332 0.093
O 5.560 0.876 0.746 -0.087
C 6.262 -0.331 0.594 -0.096
H 5.811 -1.138 1.182 0.094
H 6.321 -0.636 -0.456 0.095
H 7.266 -0.137 0.967 0.092
H 4.180 2.983 0.919 0.117
H 1.814 3.277 0.226 0.104
H -0.075 0.475 -1.231 0.135
H -2.005 1.160 -1.561 0.128
H -2.610 3.949 -0.861 0.124
H -3.612 2.945 -1.935 0.121
H -4.945 0.677 0.679 0.132
H -0.745 -0.738 1.852 0.103
H 0.110 -2.952 1.470 0.107
H 0.144 -6.363 0.149 0.093
H 1.001 -4.815 0.339 0.078
H -0.199 -5.329 1.559 0.097
```

***

<ii>
ORCA calculation (ωB97M-V/def2-TZVPD) on one molecule with the formula C21H27N3O4.

Output
Lowest unoccupied orbital energy in eV: 0.64
SMILES string: COc1ccc(OC)c(Cc2nnc(CCC(=O)NC(C3CC3)C3CC3)o2)c1
Multiplicity: 1
Orbital gap in eV: 8.744

```
55
Properties=species:S:1:pos:R:3:lowdin_charge:R:1
C -1.906 -5.974 -0.569 -0.092
H -1.092 -6.138 -1.283 0.094
O -2.943 -5.210 -1.133 -0.087
C -2.668 -3.935 -1.531 -0.272
C -3.737 -3.209 -2.048 0.003
C -3.568 -1.908 -2.478 -0.006
C -2.320 -1.302 -2.405 -0.229
C -1.239 -2.026 -1.890 -0.142
C -1.419 -3.328 -1.456 0.035
H -0.569 -3.857 -1.056 0.109
C 0.110 -1.359 -1.814 -0.033
C 0.007 -0.080 -1.071 -0.349
N -0.526 0.117 0.088 0.128
N -0.402 1.436 0.359 0.091
C 0.209 1.979 -0.644 -0.331
O 0.500 1.066 -1.593 0.149
C 0.607 3.398 -0.807 -0.084
H 1.528 3.430 -1.393 0.134
H -0.171 3.921 -1.373 0.126
C 0.816 4.091 0.545 -0.087
C 1.978 3.425 1.280 -0.499
O 3.129 3.782 1.133 0.057
N 1.593 2.419 2.088 0.108
H 0.639 2.091 2.005 0.102
C 2.540 1.487 2.670 -0.252
C 2.632 0.241 1.803 -0.249
C 3.391 0.308 0.512 -0.106
C 3.937 -0.480 1.663 -0.102
H 4.794 -0.082 2.185 0.103
H 3.925 -1.558 1.604 0.096
H 3.007 -0.228 -0.344 0.089
H 3.872 1.241 0.263 0.102
H 1.727 -0.356 1.820 0.133
C 2.153 1.111 4.089 -0.240
C 1.343 2.036 4.944 -0.111
C 0.736 0.764 4.435 -0.111
H -0.018 0.824 3.664 0.094
H 0.566 -0.039 5.136 0.098
H 1.018 2.967 4.506 0.094
H 1.585 2.110 5.993 0.095
H 2.928 0.535 4.579 0.141
H 3.508 2.002 2.674 0.157
H 1.074 5.135 0.368 0.123
H -0.097 4.032 1.136 0.116
H 0.822 -2.016 -1.310 0.127
H 0.479 -1.130 -2.817 0.140
O -2.045 -0.022 -2.806 -0.095
C -3.107 0.775 -3.268 -0.074
H -3.560 0.357 -4.172 0.096
H -3.875 0.904 -2.498 0.101
H -2.667 1.744 -3.503 0.094
H -4.420 -1.375 -2.868 0.106
H -4.704 -3.683 -2.103 0.120
H -1.508 -5.504 0.337 0.096
H -2.354 -6.932 -0.310 0.093
```

***

From most stable to least stable, the computed energies give <i>, <ii>.

***

<i>
ORCA calculation (ωB97M-V/def2-TZVPD) on a 2-piece molecular cluster, C7H16N3 overall.

Output
Lowest unoccupied orbital energy in eV: -4.17
Charge: +1
Multiplicity: 1
Orbital gap in eV: 7.354

```
26
Properties=species:S:1:pos:R:3:lowdin_charge:R:1
C 2.361 1.092 0.271 -0.195
C 1.447 2.001 0.002 -0.204
C -1.352 -2.269 -0.592 -0.060
C -0.993 -0.306 -2.196 -0.020
C -0.171 -0.562 1.705 0.049
C -0.617 -0.933 -0.799 -0.360
C -0.824 -0.127 0.386 -0.260
N 2.896 0.746 1.563 0.042
N 0.759 3.001 0.039 0.172
N -1.406 1.013 0.208 0.239
H 2.808 0.507 -0.585 0.136
H -1.207 -2.851 0.325 0.073
H -2.493 -2.184 -0.626 0.119
H -1.217 -3.086 -1.367 0.114
H -1.040 -1.061 -2.881 0.046
H -0.270 0.508 -2.488 0.107
H -2.062 0.115 -2.082 0.115
H -0.701 -0.032 2.523 0.114
H 0.903 -0.333 1.698 0.068
H -0.357 -1.634 1.678 0.082
H 0.510 -1.143 -0.803 0.176
H 3.819 0.356 1.583 0.086
H -0.235 2.893 -0.091 0.039
H -1.611 1.373 -0.679 0.099
H 2.899 1.490 2.208 0.074
H -1.848 1.425 0.998 0.151
```

***

<ii>
ORCA calculation (ωB97M-V/def2-TZVPD) on an isolated ion of composition C7H16N3 and charge +1.

Output
Lowest unoccupied orbital energy (alpha / beta) in eV: -5.09 / -4.73
Charge: +1
Multiplicity: 1
Orbital gap (alpha / beta) in eV: 8.168 / 8.533

```
26
Properties=species:S:1:pos:R:3:lowdin_charge:R:1
C -0.415 2.068 -0.132 -0.111
C 1.699 1.026 -0.431 -0.095
C 0.975 -0.288 -0.021 -0.583
C 0.384 -0.952 -1.268 -0.024
C 2.036 -1.223 0.610 0.000
C -2.204 -0.833 0.461 -0.069
C -1.076 -0.522 1.447 -0.269
N 0.709 2.045 -0.754 0.060
N 0.121 0.079 1.044 0.143
N -1.411 2.893 -0.120 0.183
H 2.307 1.381 0.408 0.137
H 2.337 0.856 -1.297 0.139
H -0.010 -1.936 -1.036 0.086
H 1.163 -1.083 -2.014 0.094
H -0.407 -0.342 -1.698 0.084
H 1.559 -2.148 0.922 0.092
H 2.492 -0.756 1.478 0.094
H 2.803 -1.448 -0.126 0.100
H -1.978 -1.659 -0.206 0.064
H -3.094 -1.097 1.024 0.084
H -2.416 0.051 -0.137 0.063
H -1.461 0.102 2.264 0.126
H -0.760 -1.469 1.921 0.154
H 1.013 2.757 -1.422 0.179
H -1.408 3.785 -0.611 0.141
H -2.214 2.705 0.462 0.128
```

***

From most stable to least stable, the computed energies give <i>, <ii>.